Record 1
Formula: CH6OSi2
Source: the Open Molecules 2025 dataset
Level of theory: the ωB97M-V functional and the def2-TZVPD basis

Last column: Mulliken charge in e.
Element x y z (Å)
C -2.52 0.29 0.70  -0.612
Si -1.52 -0.47 -0.46  0.320
H -3.24 -0.38 1.25  0.184
H -2.45 1.27 1.19  0.296
H -1.95 -1.88 -0.83  -0.065
H -0.49 0.26 -1.25  -0.120
O 2.93 -1.15 0.54  -0.404
Si 3.00 0.21 -0.09  0.529
H 4.29 1.05 -0.02  -0.051
H 1.95 0.79 -1.04  -0.079

Structure (SMILES): C=[SiH2].O=[SiH2]
Energy relative to the best compared isomer or geometry (same formula, charge and spin) (kJ/mol): 338.4
HOMO-LUMO gap (eV): 8.2

***

Record 2
Formula: BrH8O4
Source: the Open Molecules 2025 dataset
Level of theory: the ωB97M-V functional and the def2-TZVPD basis

Last column: Mulliken charge in e.
Element x y z (Å)
Br -0.53 -0.04 0.08  -1.017
O -0.23 -2.62 -0.76  -0.629
H -0.37 -1.96 -0.09  0.359
H 0.05 -2.12 -1.53  0.233
O 0.15 1.97 1.90  -0.677
H -0.23 1.85 1.03  0.331
H -0.28 1.31 2.45  0.330
O 2.03 1.01 0.92  -0.646
H 1.27 0.74 0.41  0.440
H 1.75 0.91 1.83  0.290
O -1.55 -0.22 -2.19  -0.720
H -1.13 -0.08 -1.35  0.429
H -0.92 -0.74 -2.69  0.277

Total charge: -1
Energy relative to the best compared isomer or geometry (same formula, charge and spin) (kJ/mol): 332.3
HOMO-LUMO gap (eV): 8.7

***

Record 3
Formula: C6H5NO
Source: the Open Molecules 2025 dataset
Level of theory: the ωB97M-V functional and the def2-TZVPD basis

Last column: Mulliken charge in e.
Element x y z (Å)
C -0.83 -0.13 1.68  -0.751
C 0.22 0.01 0.70  0.477
C 1.49 -0.24 1.18  0.126
N 2.44 -0.32 2.01  -0.475
C -0.02 0.08 -0.86  0.719
C 0.96 -0.45 -1.75  -0.964
C -1.27 0.45 -1.45  -0.138
O -2.41 0.65 -1.03  -0.493
H -1.84 -0.24 1.27  0.272
H -0.71 -0.34 2.81  0.299
H 2.00 -0.81 -1.55  0.267
H 0.79 -0.50 -2.77  0.329
H -1.24 0.66 -2.51  0.330

Structure (SMILES): C=C(C#N)C(=C)C=O
Energy relative to the best compared isomer or geometry (same formula, charge and spin) (kJ/mol): 262.2
HOMO-LUMO gap (eV): 8.6

***

Record 4
Formula: C33H26Br2FN2O2Pd
Source: the Open Molecules 2025 dataset
Level of theory: the ωB97M-V functional and the def2-TZVPD basis

Last column: Mulliken charge in e.
Element x y z (Å)
Pd -2.09 9.84 19.50  0.043
O 1.29 12.90 18.79  -0.734
C 2.05 12.12 19.62  0.645
C 3.46 12.22 19.51  -0.518
C 4.28 11.33 20.20  -0.537
C 3.80 10.60 21.22  -0.747
C 2.40 10.61 21.44  -0.660
C 1.53 11.28 20.60  0.182
C 0.06 11.04 20.80  0.225
O -0.31 9.82 20.29  -0.466
N -0.72 12.22 20.28  -0.613
N -2.02 11.80 19.92  -0.236
C -3.04 12.68 19.81  -0.263
C -4.33 12.15 19.43  0.228
Br -4.84 10.36 20.04  -0.136
C -5.27 12.72 18.59  -0.886
C -5.02 13.27 17.31  1.093
C -3.73 13.73 16.92  -0.251
C -3.53 14.08 15.58  -0.483
C -4.51 14.07 14.62  -0.506
C -5.82 13.72 15.03  -0.538
C -6.06 13.37 16.35  -0.670
H 0.31 12.81 19.24  0.533
H 3.79 13.07 18.91  0.390
H 5.32 11.31 20.00  0.485
H 4.47 10.03 21.88  0.393
H 2.03 10.00 22.23  0.421
H -0.18 11.01 21.87  0.627
H -0.85 12.81 21.13  0.346
H -2.98 13.75 20.05  0.584
H -6.33 12.45 18.96  0.300
H -2.93 13.83 17.67  0.384
H -2.52 14.36 15.23  0.329
H -4.21 14.39 13.62  0.412
H -6.64 13.72 14.35  0.430
H -7.07 13.10 16.63  0.363
Br 1.16 9.19 17.92  -0.033
C 0.59 7.63 18.82  0.675
C 1.51 6.71 19.29  -0.548
C 1.16 5.34 19.47  -0.751
C -0.13 5.01 19.29  -0.707
C -1.18 5.92 19.10  0.669
C -2.53 5.46 18.90  -1.273
C -3.36 6.21 18.09  -0.709
C -3.09 7.63 17.83  1.331
C -1.81 8.15 18.48  -0.672
C -0.78 7.30 18.82  0.950
H 2.55 6.98 19.46  0.454
H 1.91 4.59 19.67  0.435
H -0.38 3.89 19.37  0.234
H -2.76 4.40 19.29  0.309
H -4.22 5.70 17.78  0.539
H -3.85 8.25 18.27  -0.096
F -7.33 6.98 12.94  -0.265
C -6.43 7.52 13.73  0.245
C -6.64 7.59 15.16  -0.581
C -5.55 7.80 15.96  -0.069
C -4.26 7.89 15.49  0.379
C -2.99 8.06 16.33  -0.784
C -4.09 7.99 14.10  -0.543
C -5.16 7.90 13.25  -0.607
H -7.63 7.45 15.63  0.391
H -5.73 8.07 17.04  0.194
H -2.74 9.16 16.38  0.384
H -2.15 7.45 15.90  0.431
H -3.13 8.28 13.71  0.404
H -4.98 8.07 12.22  0.441

Total charge: +1
Expectation value of S²: 6.119
Energy relative to the best compared isomer or geometry (same formula, charge and spin) (kJ/mol): 340.6
Spin multiplicity: 5
HOMO-LUMO gap (alpha / beta) (eV): 5.7 / 4.9

***

Record 5
Formula: C5H8N2O
Source: the Open Molecules 2025 dataset
Level of theory: the ωB97M-V functional and the def2-TZVPD basis

Last column: Mulliken charge in e.
Element x y z (Å)
C 1.88 0.35 -1.46  -1.198
C 1.05 -0.34 -0.41  0.171
O 1.42 -1.56 0.11  -0.201
N 0.35 -1.94 1.02  -0.653
C -0.53 -0.99 0.99  0.412
N -1.67 -1.07 1.71  -0.423
C -0.18 0.02 0.08  0.959
C -1.01 1.25 -0.23  -1.389
H 1.54 1.40 -1.65  0.278
H 1.92 -0.17 -2.41  0.292
H 2.87 0.38 -1.09  0.357
H -2.28 -0.26 1.78  0.202
H -1.69 -1.78 2.41  0.252
H -1.95 0.92 -0.65  0.307
H -0.50 1.93 -0.90  0.326
H -1.22 1.86 0.69  0.307

Structure (SMILES): Cc1onc(N)c1C
Energy relative to the best compared isomer or geometry (same formula, charge and spin) (kJ/mol): 145.9
HOMO-LUMO gap (eV): 9.6

***

Record 6
Formula: C13H15AlF3S
Source: the Open Molecules 2025 dataset
Level of theory: the ωB97M-V functional and the def2-TZVPD basis

Last column: Mulliken charge in e.
Element x y z (Å)
F 3.38 -0.36 -0.91  -0.252
C 3.17 0.52 -2.09  0.452
F 3.27 -0.37 -3.30  -0.278
F 4.18 1.60 -2.11  -0.274
Al 1.21 1.23 -2.05  0.236
S -0.09 -0.61 -2.64  -0.451
H 1.11 2.37 -3.15  -0.223
H 0.79 1.80 -0.62  -0.207
H 0.75 -1.74 -2.52  0.054
C 2.80 -3.65 2.26  -0.365
C 1.74 -4.55 2.27  -0.386
C 0.74 -4.47 1.29  -0.345
C 0.82 -3.49 0.30  -0.438
C 1.89 -2.59 0.29  0.312
C 2.87 -2.67 1.27  -0.394
H 3.57 -3.71 3.02  0.331
H 1.68 -5.31 3.04  0.333
H -0.09 -5.17 1.31  0.347
H 0.05 -3.44 -0.47  0.329
H 1.95 -1.84 -0.49  -0.141
H 3.70 -1.96 1.26  0.361
C -3.42 3.50 1.69  -0.276
C -2.81 2.31 1.30  -0.489
C -2.68 2.01 -0.06  -0.242
C -3.16 2.90 -1.02  -0.441
C -3.76 4.09 -0.62  -0.296
C -3.90 4.39 0.73  -0.373
H -3.53 3.73 2.75  0.336
H -2.44 1.62 2.05  0.349
H -2.21 1.08 -0.37  0.398
H -3.05 2.67 -2.08  0.360
H -4.13 4.79 -1.37  0.341
H -4.38 5.32 1.04  0.332

Total charge: -1
HOMO-LUMO gap (eV): 8.2

***

no.,electronic energy (hartree)
1,-695.8036
2,-2879.7700
3,-361.4844
4,-6908.2974
5,-380.0326
6,-1444.6512